80
Properties=species:S:1:pos:R:3:forces:R:3 method="wB97M-V/def2-TZVPD" e_tot_ha=-2570.66402 max_force_ev_per_a=6.027 spin_multiplicity=4 charge=-1 homo_ha="-0.09947 / -0.02845"
Er -0.527 0.058 -0.106 -1.5 0.3 -0.4
N -4.851 0.991 0.111 -2.2 -1.1 2.6
N 0.085 2.480 -1.120 -4.7 -2.5 0.9
C 0.328 -2.228 -0.851 -0.8 -0.2 0.1
C -0.687 -1.815 -1.783 -0.1 -0.8 0.7
C -1.952 -2.018 -1.149 0.5 -0.4 0.0
C -3.286 -1.772 -1.716 -0.3 -1.2 -0.3
H -3.256 -1.450 -2.756 -0.1 -0.2 0.0
H -3.794 -0.805 -1.159 0.4 0.1 -0.7
H -3.990 -2.586 -1.555 -0.1 -0.4 -0.2
C -1.731 -2.517 0.160 0.6 0.3 -0.7
C -2.808 -2.897 1.117 -0.3 -0.1 0.3
H -3.163 -3.928 0.951 0.1 0.2 0.0
H -3.688 -2.242 1.026 0.2 -0.1 0.0
H -2.466 -2.840 2.160 0.0 0.0 -0.1
C -0.331 -2.666 0.345 0.0 0.4 -0.8
C 0.315 -3.260 1.545 0.2 -0.2 0.5
H -0.119 -2.846 2.467 0.1 -0.1 0.0
H 1.391 -3.050 1.565 -0.1 -0.1 0.0
H 0.197 -4.356 1.605 0.0 0.2 -0.1
C -0.463 -1.298 -3.167 0.0 0.0 -0.4
H -0.457 -2.115 -3.910 0.0 0.2 0.1
H 0.506 -0.782 -3.263 -0.2 -0.1 0.1
H -1.245 -0.584 -3.464 0.2 -0.2 0.1
C 1.801 -2.228 -1.092 0.5 -0.1 -0.1
H 2.362 -2.062 -0.159 0.0 0.0 -0.3
H 2.098 -1.432 -1.790 0.0 -0.2 0.2
H 2.156 -3.182 -1.521 0.0 0.2 0.1
C -5.466 1.409 1.192 0.2 1.7 0.9
H -6.385 0.905 1.476 -0.3 0.1 -0.2
C -5.018 2.525 1.947 -0.8 -0.7 0.1
H -5.658 2.936 2.750 0.6 -0.2 -0.5
C -3.798 3.094 1.570 1.0 -0.1 -0.9
H -3.428 3.979 2.108 -0.1 -0.3 -0.3
C -3.022 2.538 0.524 -0.8 -0.8 0.9
H -2.008 2.883 0.277 -0.6 -0.1 0.0
C -3.582 1.346 -0.116 0.0 -0.1 -2.9
C -3.200 0.452 -1.199 2.8 4.1 3.5
H -2.837 1.093 -1.952 0.7 -0.1 -2.1
C 1.104 1.700 -0.838 0.4 1.9 -0.5
C 0.191 3.148 -2.283 0.4 1.3 -0.6
H -0.681 3.543 -2.891 1.3 -0.1 1.3
C 1.509 3.110 -2.585 1.5 0.0 0.0
H 2.100 3.734 -3.258 -0.3 -0.5 0.2
N 2.103 2.201 -1.639 -0.6 0.5 -1.2
C 3.285 1.450 -1.695 -1.5 0.2 -0.3
C 3.721 1.047 -2.954 0.8 0.0 1.2
C 4.900 0.316 -2.943 0.2 -0.2 0.2
H 5.349 0.065 -3.906 0.1 -0.2 0.3
C 5.495 -0.078 -1.738 -0.1 0.1 0.1
C 6.825 -0.770 -1.768 0.2 -0.1 0.0
H 6.885 -1.513 -0.963 0.1 0.1 -0.2
H 7.645 -0.048 -1.632 -0.2 -0.2 0.0
H 6.958 -1.262 -2.738 0.1 0.0 0.2
C 4.870 0.190 -0.505 0.6 -0.3 -0.4
H 5.312 -0.170 0.436 -0.1 0.0 -0.5
C 3.713 0.939 -0.462 0.4 0.3 -0.6
C 3.007 1.192 0.831 0.5 0.0 1.5
H 2.434 2.127 0.884 0.3 -0.5 -0.1
H 3.751 1.224 1.644 0.2 0.0 -0.1
H 2.329 0.368 1.125 0.3 0.5 -0.5
C 2.962 1.328 -4.199 0.4 0.0 -1.2
H 2.767 2.388 -4.377 0.1 -0.5 0.0
H 2.001 0.795 -4.274 0.3 0.2 0.3
H 3.585 0.984 -5.033 -0.2 -0.1 0.0
C -3.760 0.611 4.621 -0.7 0.2 0.7
C -2.486 0.310 3.952 0.8 -0.2 -0.7
C -1.189 0.221 4.437 -0.4 0.0 0.4
C -0.358 -0.052 3.354 -1.9 0.3 -1.5
N -1.107 -0.056 2.197 0.0 -0.4 2.3
N -2.403 0.096 2.623 0.7 0.3 0.4
C 1.092 -0.289 3.382 1.0 -0.1 0.1
H -3.577 0.763 5.695 -0.1 -0.1 -0.3
H -4.227 1.527 4.225 0.2 -0.4 0.0
H -4.490 -0.207 4.515 0.2 0.2 0.0
H -0.884 0.341 5.466 0.0 -0.1 0.0
H -3.200 0.063 1.988 0.5 0.2 -0.2
H 1.655 0.615 3.103 -0.1 -0.3 0.0
H 1.403 -0.556 4.408 -0.2 0.1 -0.4
H 1.391 -1.124 2.727 -0.1 0.4 0.1